DFT (ωB97M-V/def2-TZVPD) results for a molecular structure, C84H81ClGe3N3O8S5Sn at a distorted geometry.

Structure (XYZ):
```
186
Properties=species:S:1:pos:R:3:mulliken_charge:R:1
C -0.968 0.567 -3.009 0.000
H 6.142 0.668 -0.646 0.290
C -6.456 -0.410 0.671 -0.390
S 1.961 2.095 0.394 -0.781
H -4.272 2.739 8.321 0.316
O -0.527 0.041 -6.107 -0.601
H -4.513 -1.411 -5.150 0.357
C -3.608 2.608 7.476 -1.169
O -1.355 0.652 -1.825 -0.189
C 1.844 6.563 2.804 1.210
H 4.016 2.228 4.593 -0.050
N 1.360 0.223 -2.212 0.482
H -4.802 1.549 4.285 0.334
H -4.276 -1.291 -2.703 0.269
S -1.271 0.367 2.496 -0.732
C 5.115 3.143 -0.634 -1.548
C 6.090 0.113 1.413 0.778
C -2.068 -3.823 0.205 -0.129
C 4.448 -0.933 5.825 -0.568
Sn 0.315 0.062 0.183 2.589
O 2.798 -3.189 -0.565 -0.756
H 1.500 5.449 5.603 -0.045
H 5.728 2.833 -1.478 0.470
C -1.659 1.578 6.483 -0.643
C -3.071 5.168 3.776 0.546
Ge -2.133 -2.028 -0.706 0.924
H -4.611 -3.239 0.693 0.349
H -5.413 1.460 2.620 0.452
H -1.067 0.344 -5.254 0.402
H -2.327 8.836 3.550 0.253
H -2.176 -2.904 2.135 0.647
H 7.333 -1.256 0.328 0.510
H 1.625 -3.498 7.979 0.327
C 5.074 2.289 4.336 -1.679
H 1.173 2.828 6.819 0.068
H -2.333 5.443 5.781 0.297
C 4.171 -2.580 3.604 -0.070
H 1.047 7.137 -0.463 0.424
H -6.807 -2.395 1.402 0.364
C 5.515 6.306 2.379 -1.050
S 1.592 1.932 4.182 -0.009
H -2.950 -0.564 5.946 0.312
C 5.032 2.663 1.846 1.419
C -3.361 3.816 3.952 1.316
H -3.228 6.846 2.462 0.056
H 1.040 -6.020 0.832 0.531
C 1.419 -6.322 2.936 -1.082
C 4.234 6.755 2.629 0.065
C -1.862 2.291 5.302 -0.662
H 0.935 -3.586 1.019 -0.136
Cl 1.702 -3.353 -1.477 1.893
C -3.841 3.275 6.290 0.115
H 3.079 6.062 5.127 0.302
C 3.754 -0.309 -1.911 -0.251
C 5.710 4.966 2.112 0.353
H -0.396 8.304 0.959 0.366
N 2.406 -0.389 -4.026 0.165
C 2.045 6.348 5.308 -1.585
H -1.271 6.029 4.498 -0.553
C 1.395 -3.568 3.097 0.003
H -1.810 -7.162 -0.317 0.351
O 1.503 -0.703 -6.627 -0.748
N 1.806 -1.243 1.699 0.523
H -4.392 6.869 0.394 0.379
C -2.094 -1.175 5.664 -1.680
C -4.616 5.804 0.364 -1.700
C -2.114 -3.845 1.597 -0.624
C -1.404 9.338 3.255 -1.639
C -2.409 -2.333 -2.655 -0.094
C -3.945 -1.359 -0.096 -0.194
H -1.162 10.067 4.029 0.392
C 4.642 4.071 2.109 -1.156
C -4.526 3.797 1.856 -0.575
H -1.925 -1.027 4.595 -0.069
C 0.862 2.338 7.742 -1.608
C 1.146 -1.441 7.592 0.636
H 5.389 3.325 4.452 0.392
C -4.864 -2.200 0.519 -0.433
H 4.551 -0.278 6.679 0.431
C -2.984 3.119 5.205 -0.553
H -1.892 -5.029 -1.553 0.248
C -0.866 -0.776 6.420 0.416
H 0.036 8.121 5.196 0.228
C 1.106 -0.155 -4.395 0.105
O 2.138 -3.043 -2.794 -0.679
C 3.256 -0.945 5.119 0.441
H -3.742 1.031 2.974 -0.086
C -1.910 -6.228 0.221 -0.651
H -3.574 0.627 -0.778 0.300
C 5.290 1.819 2.928 0.257
H 4.063 -3.205 2.727 0.602
C -1.981 -6.238 1.605 -0.665
H 3.812 -1.317 -1.496 0.065
H 1.580 5.577 0.182 0.208
C 0.354 7.819 4.205 -0.974
H 2.451 -1.815 1.160 -0.462
H -0.011 2.864 8.126 0.354
H 2.435 -0.307 5.407 -0.321
C 2.077 -2.514 8.080 -1.709
H 7.142 -1.647 2.049 0.381
H 1.759 -6.287 5.058 0.409
S -0.294 4.052 2.560 0.241
C 0.550 0.901 7.443 1.132
H -7.432 -0.046 0.972 0.386
C 5.490 -1.761 5.439 -0.973
C 1.599 -5.698 4.164 -0.798
H -2.719 6.944 4.921 0.529
C -2.309 5.939 4.813 -0.819
H 4.065 3.071 -0.917 0.106
C -4.553 1.713 3.237 -1.490
H 6.350 6.996 2.382 0.342
H -5.110 3.265 1.118 0.209
C 5.354 -2.575 4.323 -1.037
H 5.820 -1.944 0.913 0.118
H -5.685 5.674 0.193 0.397
O -1.690 0.748 -4.018 -0.918
Ge -0.660 2.069 3.674 0.260
H 2.695 6.941 0.163 0.350
C 3.148 5.878 2.613 -1.074
Ge 1.794 3.189 2.287 -0.026
C 3.342 4.518 2.372 -0.573
H 1.454 -7.401 2.867 0.374
C -3.480 5.803 2.611 -0.508
C 2.513 -0.172 -2.703 -0.768
H 6.416 -1.767 6.000 0.307
C -3.521 -1.794 -3.293 -0.124
C 1.650 6.659 0.307 -1.733
H -0.197 -2.791 6.620 0.329
C -5.548 0.434 0.048 -0.592
H -2.326 -2.225 5.837 0.547
C 1.594 -4.316 4.249 -0.442
H 5.325 4.185 -0.400 0.428
H -4.696 3.931 6.186 0.535
C 0.114 7.924 1.836 -1.057
C -1.952 -5.029 -0.473 0.043
C -6.107 -1.730 0.909 -0.857
H 5.630 1.667 5.035 0.428
O 1.233 -4.694 -1.416 -0.724
H 4.634 -0.137 -2.528 0.551
C 1.189 -5.566 1.799 -0.403
H 3.068 -0.824 -4.647 0.285
H 3.715 0.402 -1.088 -0.619
C -3.656 -1.862 -4.668 -0.766
O 0.643 -2.461 -1.087 -0.372
H -2.342 1.193 8.467 0.563
H -2.121 -5.040 3.376 0.390
C 3.119 -1.783 4.028 -0.138
C -4.129 3.131 3.004 0.920
H -0.550 -3.345 -2.973 0.035
C -1.562 -3.009 -4.815 -0.959
H 4.053 7.803 2.835 0.500
C 1.410 6.927 4.078 0.773
C 0.697 -0.306 -5.801 0.519
H -0.770 -3.456 -5.403 0.473
C 5.352 2.251 0.548 0.716
H -1.943 -7.173 2.151 0.324
C -4.296 -0.032 -0.315 -0.099
C 6.635 -1.263 1.164 -1.752
H 1.759 -3.813 5.192 0.308
H 2.283 0.154 8.447 0.283
H -2.747 -2.476 -6.515 0.328
C -1.434 -2.941 -3.439 0.218
C -2.528 1.753 7.560 -0.051
C 5.799 0.550 2.694 -0.606
H 5.987 -0.101 3.537 0.417
H -5.822 1.462 -0.154 0.309
H 3.000 -2.501 7.499 0.160
H 2.336 -2.354 9.126 0.497
C 1.149 -4.184 1.888 0.790
C -0.291 8.341 3.094 1.137
H -1.592 9.867 2.322 0.385
H -4.085 5.367 -0.481 0.331
C -2.673 -2.463 -5.436 -0.571
C 5.878 0.984 0.355 -0.642
C -0.599 0.563 6.719 1.337
H 1.671 2.418 8.467 0.477
C -2.084 -5.039 2.294 -0.442
C 0.464 0.229 -3.237 0.539
S 1.515 -1.749 3.152 1.667
C 0.021 -1.756 6.850 -0.434
C 1.402 -0.105 7.872 -0.557
H 2.006 7.056 6.137 0.540
H 6.705 4.587 1.907 0.512
H 6.172 -3.213 4.015 0.458
C 1.180 7.052 1.675 1.436
C -4.192 5.126 1.635 0.315
```

The charge is -2. The LUMO energy (spin up / spin down) comes out at 3.50 / 3.50 eV. Its expectation value of S² is 0.7600. The value obtained for the total energy is -12912.1101 Eh. The gap between HOMO and LUMO (spin up / spin down) is 5.36 / 6.31 eV. The multiplicity is 2. Its strongest force on any atom is 1.21 eV/Å.